Molecular formula: C5H7NO
Method: DFT, ωB97M-V/def2-TZVPD

Structure (XYZ):
```
14
Properties=species:S:1:pos:R:3:mulliken_charge:R:1
O -0.0702 -0.6477 -2.1224 -0.70
N 0.7351 -1.5443 1.1857 -0.54
C -0.0908 -0.8464 0.3545 0.34
C -1.6970 0.4483 -0.2920 -1.09
C 1.1399 0.6436 -0.2276 -0.49
C 0.0179 -0.2639 -0.9655 0.54
C 0.7913 -0.0132 1.1104 -0.31
H 1.0345 1.7310 -0.2376 0.26
H 0.5931 0.4804 2.0527 0.38
H -1.8074 0.9383 0.6765 0.35
H -2.4555 -0.3159 -0.4605 0.34
H 2.0911 0.3401 -0.6741 0.29
H 1.4303 -2.1213 0.7098 0.28
H -1.7123 1.1708 -1.1099 0.36
```

Values from the calculation:
ΔE to the lowest compared entry with this formula, charge and spin	163.5	kcal per mole
charge	0
gap between HOMO and LUMO	7.65	eV
lowest unoccupied orbital energy	-0.016	Ha



Molecular formula: C10H15NO
Method: DFT, ωB97M-V/def2-TZVPD

Structure (XYZ):
```
27
Properties=species:S:1:pos:R:3:mulliken_charge:R:1
O 3.4057 -1.3401 -1.7239 -0.57
N 1.8559 -0.8247 -3.2744 -0.44
C 0.5973 2.4771 1.2215 -0.64
C 0.9655 -3.3125 -1.2276 -1.07
C 2.2082 -1.2544 -1.9108 0.44
C -1.8095 1.1277 1.2157 1.26
C -0.8509 0.8081 2.2297 -0.68
C 0.3128 1.4639 2.1594 -0.18
C 1.2377 -1.7790 -0.8581 -0.08
C -1.4939 1.9621 0.0994 -0.68
C -0.2664 2.5923 0.0764 -0.27
C -3.1909 0.8753 1.6905 -1.40
H -1.2182 0.1531 3.1775 0.15
H 2.5726 -0.4216 -3.7895 0.24
H -3.8686 1.6237 1.2733 0.37
H 1.9146 -3.8794 -0.7884 0.27
H -2.2448 1.9094 -0.6945 0.37
H 0.1890 3.4106 -0.6284 0.24
H -3.4775 -0.1811 1.3116 0.24
H 1.3765 3.2008 1.3766 0.42
H 1.0583 1.2919 2.9293 0.39
H 0.7542 -3.4171 -2.2710 0.36
H 0.2893 -1.2047 -0.5653 0.15
H -3.1956 0.8357 2.7610 0.39
H 1.7518 -2.0113 0.1662 0.19
H 0.1797 -3.7449 -0.4745 0.29
H 0.9473 -0.3609 -3.4817 0.22
```

Values from the calculation:
ΔE to the lowest compared entry with this formula, charge and spin	65.9	kcal per mole
charge	0
gap between HOMO and LUMO	9.38	eV
lowest unoccupied orbital energy	0.026	Ha
SMILES string	Cc1ccccc1.CCC(N)=O



Molecular formula: C41H41CdN5O2PS
Method: DFT, ωB97M-V/def2-TZVPD

Structure (XYZ):
```
92
Properties=species:S:1:pos:R:3:mulliken_charge:R:1
Cd 1.7417 -0.1146 -1.1565 0.95
S 1.4287 -1.6169 -3.2652 -0.53
P 1.2606 0.1591 1.6326 1.65
O -1.5915 -0.7720 -1.1099 -0.61
O 3.0300 1.8750 -2.2545 -0.73
N 0.5660 2.0002 -1.1774 0.86
N -3.9760 -0.1343 -3.5131 0.01
N 0.5094 -3.1668 -1.2709 0.47
N -3.5629 -0.7071 -2.3028 0.42
N 1.6970 -4.2853 -2.9404 -0.48
C 0.1642 -0.1487 4.2035 -0.28
C -1.0762 -2.5647 3.5740 -0.41
C 2.9087 -0.4719 2.0997 1.01
C 4.5725 -1.0777 -1.1969 0.24
C 0.2833 -0.6641 2.9326 0.18
C 2.5316 2.6674 2.1821 -0.77
C -2.1853 -0.5230 -2.1432 0.08
C 3.6027 -0.7874 -0.2837 -1.86
C -1.1896 -2.0106 4.8343 -0.67
C 3.2278 -0.6702 3.4490 -0.59
C 2.4407 3.9968 2.4591 -0.67
C -0.3752 -1.8653 2.6308 -0.28
C -0.5826 -0.8072 5.1447 -0.96
C -4.5031 -0.7205 -1.2413 0.17
C 4.4906 -1.0749 3.8464 -1.05
C 1.1634 -3.1411 -2.4400 0.73
C -6.2944 -0.7875 0.9259 -0.57
C -1.7056 0.0708 -3.3388 -0.18
C 1.2970 3.1187 -1.2098 0.44
C -5.1656 -1.6505 0.8888 -0.78
C -0.5569 4.3636 -0.4481 -0.75
C 1.3438 1.8670 2.2465 0.52
C 5.1660 -1.1735 1.4992 0.64
C 0.3343 -4.3984 -0.5017 -1.13
C -1.3564 3.2830 -0.7200 -1.07
C -5.1535 -0.7809 -4.1128 -1.14
C 1.2284 4.5926 2.7474 -0.56
C 3.8852 -0.7468 1.0871 1.20
C 2.7257 3.0344 -1.4787 -0.76
C -4.3095 -1.6458 -0.2248 -0.33
C -5.5463 0.1615 -1.1755 0.40
C 5.9285 -1.3567 -0.7919 -0.82
C -6.4351 0.1348 -0.1315 -0.78
C -2.7884 0.2471 -4.1327 0.25
C 6.2095 -1.3874 0.5042 -0.94
C -2.7538 0.8600 -5.4956 -1.40
C 5.4811 -1.2132 2.8795 -0.79
C 0.0523 3.8227 2.7790 -0.99
C 0.1524 2.4689 2.5636 -0.35
C -0.7578 2.0652 -1.0396 -0.66
C 0.7352 4.2990 -0.7981 -0.40
H -3.5591 -2.3914 -0.4183 0.44
H -0.7137 1.8482 2.7075 0.55
H 4.3639 -1.0608 -2.2793 0.39
H 3.0467 3.9540 -1.9227 0.45
H 2.4318 -0.6027 4.1362 0.57
H -7.2920 0.8312 0.0028 0.33
H 1.3011 -4.9080 -0.4269 0.46
H -1.6698 -2.5326 5.6417 0.41
H -7.0264 -0.7803 1.6779 0.49
H -4.9802 -2.2946 1.7484 0.38
H -2.4694 3.3326 -0.6651 0.45
H -1.2096 1.1185 -1.0205 0.61
H -0.7394 0.5618 -3.5148 0.23
H 7.2133 -1.6335 0.7910 0.37
H 4.6478 -1.3924 4.8504 0.46
H -2.8039 1.9613 -5.3704 0.26
H 3.4646 2.1079 1.8972 0.41
H -0.1638 -2.4019 -1.1967 -0.41
H -0.3567 -5.0287 -0.9877 0.44
H -4.8185 -1.6599 -4.6770 0.31
H 0.6102 0.7683 4.4337 0.76
H -5.7875 -1.0621 -3.3268 0.49
H 1.3118 5.2512 -0.7269 0.34
H -0.7743 -0.3525 6.0953 0.46
H 1.1552 5.6552 2.9788 0.41
H -1.5578 -3.4949 3.2736 0.44
H 3.3391 4.5296 2.5010 0.54
H -0.8764 4.3792 3.0555 0.37
H 1.3698 -5.2388 -2.6569 0.23
H 3.1952 2.9433 -0.5085 0.15
H -0.9786 5.3323 -0.2770 0.48
H -0.0943 -4.2343 0.4971 0.16
H 2.0890 -4.1566 -3.8583 0.26
H -5.5857 0.9328 -2.0099 0.34
H -3.6391 0.4899 -6.0735 0.37
H 3.9013 1.4860 -1.9917 0.36
H -1.8423 0.5815 -6.0242 0.39
H -5.6795 -0.0429 -4.7657 0.38
H 6.7393 -1.5442 -1.4744 0.44
H -0.3180 -2.2880 1.6347 -0.28
H 6.4636 -1.5867 3.0361 0.40
```

Values from the calculation:
ΔE to the lowest compared entry with this formula, charge and spin	48.8	kcal per mole
charge	+1
gap between HOMO and LUMO	8.12	eV
lowest unoccupied orbital energy	-0.064	Ha



Molecular formula: C20H43EuN2P3SSe
Method: DFT, ωB97M-V/def2-TZVPD

Structure (XYZ):
```
71
Properties=species:S:1:pos:R:3:mulliken_charge:R:1
Eu -0.2769 0.0089 -1.2968 0.49
Se 0.0836 -1.2716 -3.6754 -0.12
S -1.1155 0.1234 1.5106 -0.11
P -0.0529 3.0497 -0.8218 1.20
P -3.2780 -0.1156 -1.1485 0.77
P -0.0183 -2.9950 -0.5870 0.93
N -0.0874 1.3260 3.7527 -0.08
N 1.3192 0.0197 2.7452 0.01
C 4.5796 0.3405 -0.1492 -0.58
C 1.0659 1.3566 4.6349 -0.46
C -4.1745 -0.1878 -2.7411 -1.22
C -3.9874 -1.5716 -0.2775 -1.10
C 2.0477 0.4201 3.9298 -0.53
C 4.7425 0.0207 -1.4361 -0.53
C -0.6898 -4.0077 0.7876 -1.25
C -0.7003 3.8885 -2.2432 -1.12
C 0.6143 0.3104 -5.9830 -0.35
C -0.9883 3.6332 0.5616 -1.09
C 1.6295 3.6627 -0.5703 -1.26
C -4.1530 1.2630 -0.3024 -1.14
C -0.5510 -4.0129 -2.0270 -1.40
C 3.4013 -0.1297 -5.9900 -0.43
C 2.7447 0.3609 -7.1397 -0.46
C 1.7586 -3.4817 -0.4956 -1.20
C 1.2246 -0.3369 -4.8714 0.18
C 0.0647 0.5186 2.6885 -0.18
C 1.3510 0.5854 -7.1423 -0.49
C 2.6435 -0.4276 -4.8439 -0.02
H -0.4573 0.5074 -5.9300 0.45
H 0.8048 1.0038 5.6337 0.31
H -5.2403 1.1321 -0.3945 0.43
H 1.6600 -0.6466 2.0481 0.08
H -1.0534 4.7165 0.4055 0.45
H 4.4991 -0.2817 -5.9771 0.42
H 1.4735 2.3684 4.7132 0.28
H 2.9708 0.9270 3.6572 0.29
H -0.1275 -5.0202 -1.9386 0.45
H -0.9919 1.7546 3.9954 0.26
H 1.9957 -3.7549 0.5416 0.43
H -3.8604 1.2903 0.7567 0.35
H -2.0064 3.2343 0.6311 0.25
H -3.7049 -0.9564 -3.3692 0.35
H -1.5259 -3.4590 1.2442 0.30
H -1.6474 -4.0483 -2.0649 0.37
H 3.1229 -0.7869 -3.9316 0.42
H -5.0560 -1.6558 -0.5163 0.45
H 1.7067 4.5367 -1.2238 0.42
H 2.3632 2.8950 -0.8617 0.35
H -5.2322 -0.4319 -2.5664 0.43
H -1.0394 -4.9798 0.4100 0.39
H -3.8546 2.2138 -0.7700 0.28
H -4.0858 0.7820 -3.2485 0.36
H -3.8444 -1.4650 0.8064 0.33
H -1.7798 4.0611 -2.1400 0.39
H 2.2855 -0.4454 4.5574 0.33
H -0.1949 4.8639 -2.2138 0.46
H -3.4616 -2.4813 -0.6082 0.26
H 4.6371 -0.9923 -1.8314 0.31
H -0.4977 3.3972 -3.2011 0.39
H 4.3503 -0.4341 0.5930 0.27
H 2.3911 -2.6343 -0.8005 0.12
H 0.0955 -4.1550 1.5405 0.44
H 0.5200 1.7750 -0.3915 -0.18
H 3.3216 0.5818 -8.0371 0.42
H 1.7187 3.8622 0.5058 0.41
H 0.8278 0.9782 -8.0342 0.41
H 1.9441 -4.3365 -1.1598 0.42
H 4.9954 0.8201 -2.2099 0.23
H -0.4622 3.4499 1.5011 0.32
H 4.6339 1.3708 0.2153 0.32
H -0.1929 -3.5350 -2.9633 0.35
```

Values from the calculation:
charge	+3
gap between HOMO and LUMO (alpha / beta)	6.64 / 4.01	eV
lowest unoccupied orbital energy (alpha / beta)	-0.350 / -0.448	Ha
multiplicity	7



Q: Look up the charge of the first one.
A: 0